{
  "formula": "C18H26N4O6S",
  "method": "wB97M-V/def2-TZVPD",
  "relative_energy_kcal_mol": 4.5,
  "homo_ev": -9.323,
  "largest_force_ev_per_a": 0.99,
  "homo_lumo_gap_ev": 9.524,
  "smiles": "CN(CCCNC(=O)c1cnc(C2OCCO2)s1)C(=O)CCN1CCOCC1=O",
  "total_energy_ha": -1770.1763,
  "spin_multiplicity": 1,
  "species": ["C", "N", "C", "C", "C", "N", "C", "O", "C", "C", "N", "C", "C", "O", "C", "C", "O", "S", "C", "O", "C", "C", "N", "C", "C", "O", "C", "C", "O", "H", "H", "H", "H", "H", "H", "H", "H", "H", "H", "H", "H", "H", "H", "H", "H", "H", "H", "H", "H", "H", "H", "H", "H", "H", "H"],
  "xyz": [[1.3456, -1.2689, 0.7242], [0.7975, 0.0725, 0.5726], [-0.5008, 0.3187, 1.2041], [-0.4849, 1.1293, 2.5055], [0.6203, 0.7630, 3.4878], [1.8891, 1.3586, 3.0703], [2.9704, 1.3566, 3.9347], [2.8935, 1.7361, 5.0837], [4.2808, 1.0721, 3.2981], [5.4984, 1.5129, 3.7265], [6.5566, 1.1982, 2.9242], [6.1558, 0.5178, 1.8917], [7.0522, 0.1064, 0.7505], [6.5491, -1.0848, 0.1812], [6.3439, -0.8463, -1.2154], [6.1461, 0.6514, -1.2614], [7.0663, 1.0904, -0.2526], [4.4757, 0.1876, 1.8367], [1.3791, 0.9145, -0.3393], [2.3899, 0.6094, -0.9470], [0.7135, 2.2617, -0.5687], [1.7125, 3.3033, -1.0547], [2.7154, 3.6361, -0.0536], [2.2554, 4.3776, 1.1154], [3.3646, 4.5535, 2.1290], [4.5148, 5.0848, 1.5079], [5.0352, 4.1430, 0.5939], [4.0299, 3.6575, -0.4373], [4.4143, 3.2591, -1.5205], [2.2655, -1.3384, 0.1535], [1.5592, -1.4844, 1.7731], [0.6363, -2.0135, 0.3550], [-1.1794, 0.7896, 0.4907], [-0.9206, -0.6662, 1.4150], [-0.4074, 2.1991, 2.2986], [-1.4545, 0.9782, 2.9860], [0.3860, 1.1578, 4.4751], [0.7072, -0.3257, 3.5843], [2.1300, 1.0836, 2.1270], [5.6469, 2.0890, 4.6279], [8.0703, -0.0181, 1.1265], [7.2232, -1.1644, -1.7816], [5.4689, -1.4098, -1.5331], [6.4223, 1.1272, -2.1975], [5.1204, 0.9307, -1.0124], [-0.0491, 2.1233, -1.3420], [0.1892, 2.6068, 0.3205], [2.2417, 2.9285, -1.9258], [1.1698, 4.2118, -1.3393], [1.8753, 5.3576, 0.8019], [1.4368, 3.8343, 1.5941], [3.0528, 5.2516, 2.9042], [3.6062, 3.5953, 2.6025], [5.8553, 4.6088, 0.0549], [5.4299, 3.2614, 1.1201]]
}